C4H9NO | ωB97M-V with the def2-TZVPD basis set

Each line ends with the Löwdin charge.
Cartesian coordinates (Å):
O 0.1076 2.4388 2.4571  0.050
N -0.1120 1.1763 0.5227  0.073
C 1.0747 0.7155 0.4873  -0.191
C 1.6788 0.1703 -0.7630  -0.068
C -1.5699 -1.6853 -0.9237  -0.050
C -0.5462 1.7106 1.7499  -0.341
H -2.0695 -1.7146 -1.8950  0.018
H -1.3588 -0.6483 -0.6485  -0.014
H 1.6933 0.7028 1.3950  0.128
H -2.2181 -2.1390 -0.1696  0.017
H 1.9872 -0.8709 -0.6120  0.081
H 2.5829 0.7377 -1.0143  0.082
H 0.9697 0.2261 -1.5915  0.076
H -0.6333 -2.2479 -0.9797  0.014
H -1.5864 1.4279 1.9853  0.123

Maximum force in Eh/bohr: 0.009
Structure (SMILES): C/C=N/C=O.C
Electronic energy in eV: -7830.8029
ΔE to the lowest compared entry with this formula, charge and spin in kJ/mol: 146.4
LUMO level in eV: 0.505